C35H54BCl8FN5Na2O15 | ωB97M-V/def2-TZVPD

```
121
C35H54BCl8FN5Na2O15, DFT ωB97M-V/def2-TZVPD
C -6.21230 -0.99113 1.92123
C -5.73018 -0.21391 0.67961
C -4.88819 0.98208 1.13473
C -3.99137 1.62217 0.05440
C -4.64418 1.80686 -1.32653
C -4.50273 0.62305 -2.29640
C -3.21847 0.61769 -3.14458
C -1.87663 0.64996 -2.36476
C -1.44483 2.11204 -2.20224
C -0.10598 2.29800 -1.55973
C 0.03802 1.98414 -0.17617
C 1.25274 2.19926 0.41862
C 2.29177 2.71987 -0.36269
C 3.61656 3.02282 0.15513
O 4.55225 3.25878 -0.61691
N 3.83838 3.11753 1.55325
C 3.67753 4.42714 2.06140
O 4.12477 4.80869 3.06218
F 2.95437 5.20755 1.26556
N 2.03513 2.96016 -1.66488
N 0.87785 2.78209 -2.29094
H -6.60515 -1.95082 1.58730
H -6.93951 -0.43281 2.50077
H -5.32549 -1.22436 2.50902
H -5.09699 -0.90905 0.13083
H -6.56977 0.15396 0.09226
H -5.49030 1.73537 1.63432
H -4.21634 0.59820 1.90933
H -3.04907 1.07085 0.02882
H -3.74455 2.62659 0.41767
H -5.70364 1.98762 -1.15608
H -4.28489 2.70126 -1.83796
H -5.32839 0.70126 -3.00718
H -4.62025 -0.34649 -1.81958
H -3.21353 -0.27936 -3.76709
H -3.21940 1.46496 -3.82983
H -1.14306 0.14314 -2.99812
H -1.90915 0.09334 -1.42982
H -1.37222 2.53396 -3.20325
H -2.16363 2.71809 -1.65243
H -0.80537 1.60654 0.38119
H 1.41013 2.00498 1.46959
H 4.82994 2.91413 1.69279
H 2.79108 3.33797 -2.22934
C -3.99938 -3.65601 -2.11943
Cl -5.54622 -2.85101 -2.14559
Cl -2.81741 -2.61235 -1.27877
Cl -4.12032 -5.19583 -1.26827
Cl -3.45419 -3.93572 -3.79050
C 4.47719 3.16199 -6.91066
O 3.27702 2.97112 -6.95042
N 5.12194 3.67703 -5.84262
C 6.56641 3.88455 -5.80801
C 4.32581 4.03073 -4.69418
H 5.14506 2.91755 -7.75076
H 7.01173 3.30854 -4.99426
H 6.78569 4.94077 -5.65176
H 7.01033 3.56759 -6.74795
H 3.79380 3.13221 -4.33860
H 3.58102 4.77834 -4.96905
H 4.96413 4.42853 -3.90478
C -5.58156 -8.55878 -0.47523
C -5.95484 -8.23192 0.96783
C -4.74113 -8.16124 1.89239
C -3.95052 -9.46375 2.01573
C -4.75990 -10.66407 2.50258
C -5.33113 -10.48540 3.90683
H -5.11332 -9.53569 -0.56499
H -6.47290 -8.55870 -1.10763
H -4.88798 -7.81521 -0.86953
H -6.67613 -8.96571 1.33643
H -6.46694 -7.26346 0.99443
H -5.07010 -7.83387 2.88384
H -4.06178 -7.37968 1.52892
H -3.11403 -9.29730 2.70307
H -3.49999 -9.70672 1.04945
H -4.10681 -11.53991 2.49935
H -5.56984 -10.88442 1.80231
H -4.53427 -10.30086 4.63048
H -5.86446 -11.38361 4.22085
H -6.03578 -9.65333 3.95486
C -0.30677 -6.91941 -5.13888
Cl -0.58750 -5.87933 -6.53477
Cl -0.36338 -8.59894 -5.60705
Cl 1.25953 -6.53454 -4.40845
Cl -1.58537 -6.60944 -3.92523
O -2.93282 -9.20682 -1.74850
H -2.72735 -8.51929 -2.38981
Na 4.91853 1.76905 -1.88322
C -6.02281 5.35793 1.67897
C -6.45331 4.28960 0.78425
N -6.80021 3.45003 0.08687
H -5.00045 5.64835 1.44490
H -6.67363 6.22172 1.56061
H -6.06979 5.01597 2.71111
C 4.48324 6.89270 4.93249
O 4.53676 6.57258 6.32456
C 3.52311 7.06234 7.03613
O 2.60940 7.71681 6.60353
O 3.69347 6.70053 8.30545
C 2.67234 7.16196 9.19282
H 5.35270 6.44033 4.47085
H 3.58657 6.48840 4.48510
H 4.52488 7.97194 4.78820
H 1.70305 6.75743 8.90722
H 2.63828 8.24941 9.20701
H 2.93325 6.79986 10.18273
B 10.51763 2.28859 0.21541
O 11.76064 1.54086 0.02006
C 12.09907 0.96220 1.17633
O 13.05861 0.27916 1.35877
C 11.03485 1.32530 2.21488
O 11.00780 0.97938 3.35618
O 10.12457 2.10022 1.61750
O 10.68374 3.72451 -0.11399
C 9.84233 4.04553 -1.07919
O 9.70489 5.12403 -1.58081
C 9.04634 2.79202 -1.44725
O 8.17493 2.72400 -2.28338
O 9.44300 1.79680 -0.70023
Na -1.14394 -4.42117 -2.51808
```

LUMO = -0.2761 Eh
2S+1 = 1
Strongest force on any atom = 2.18 eV Å⁻¹
Energy relative to the best compared isomer or geometry (same formula, charge and spin) = 0.00 kcal per mole
HOMO level = -8.622 eV
Total charge = +1



C18H18F6O18 | ωB97M-V/def2-TZVPD

```
60
C18H18F6O18, DFT ωB97M-V/def2-TZVPD
O -2.19922 1.43682 5.91186
C -2.12415 0.70936 4.98993
O -2.28938 1.09053 3.68956
C -2.62757 -0.12130 2.98813
C -1.70320 -1.08211 3.71172
F -0.40735 -0.85885 3.33964
O -1.88640 -0.63885 5.03845
H -3.66349 -0.41320 3.15467
H -2.37027 -0.00245 1.94333
H -1.92845 -2.13555 3.59306
O 1.64765 -7.16794 4.53579
C 0.82891 -6.37831 4.23480
O 1.08409 -5.14478 3.73889
C -0.11425 -4.36426 3.85316
C -1.15260 -5.46391 3.74162
F -1.32445 -5.81748 2.43117
O -0.52016 -6.53208 4.39882
H -0.10850 -3.80531 4.79092
H -0.17276 -3.66416 3.02262
H -2.13551 -5.28092 4.16722
O -1.15640 -2.98477 1.12269
C -1.01251 -2.26085 0.19119
O -0.09645 -2.42875 -0.76014
C -0.21844 -1.39897 -1.75005
C -1.24678 -0.44745 -1.14892
F -2.35905 -0.40016 -1.97821
O -1.65620 -1.07424 0.04307
H 0.74348 -0.91492 -1.87494
H -0.58106 -1.76272 -2.70878
H -0.96068 0.57847 -0.96316
O -0.48157 2.84027 -6.58817
C -0.77820 2.89485 -5.44428
O -2.01593 2.59126 -4.97618
C -2.04377 2.90329 -3.59254
C -0.57593 2.86251 -3.21547
F -0.21102 1.57493 -2.96134
O 0.01967 3.31593 -4.41458
H -2.44134 3.90886 -3.43552
H -2.61867 2.20203 -2.99086
H -0.33699 3.48362 -2.35730
O 3.05882 0.20188 -3.49850
C 3.03762 0.95941 -4.39835
O 3.90635 1.96666 -4.59680
C 3.39110 2.76359 -5.68557
C 2.60957 1.71067 -6.44439
F 3.47033 0.94446 -7.17977
O 2.09668 0.94179 -5.39897
H 2.73968 3.51922 -5.25128
H 4.21411 3.21075 -6.23140
H 1.84573 2.12943 -7.09227
O 1.03542 1.42227 0.25089
C 1.13430 1.80140 1.37565
O 0.15412 1.60775 2.28521
C 0.63216 1.98276 3.57389
C 1.94362 2.72914 3.26652
F 3.00682 2.18957 3.91705
O 2.14723 2.52044 1.88418
H -0.02659 2.66957 4.09641
H 0.87450 1.09088 4.14913
H 1.92336 3.78998 3.50647
```

SMILES = O=C1OC[C@@H](F)O1.O=C1OC[C@@H](F)O1.O=C1OC[C@@H](F)O1.O=C1OC[C@@H](F)O1.O=C1OC[C@@H](F)O1.O=C1OC[C@@H](F)O1
LUMO = -0.0005 Eh
2S+1 = 1
Strongest force on any atom = 1.17 eV Å⁻¹
Energy relative to the best compared isomer or geometry (same formula, charge and spin) = 0.00 kcal per mole
HOMO level = -11.169 eV
Total charge = 0



C6H10N4O2 | ωB97M-V/def2-TZVPD

```
22
C6H10N4O2, DFT ωB97M-V/def2-TZVPD
N 1.98620 2.40494 -1.81908
C 1.57093 1.65172 -1.05533
C 1.03542 0.75420 -0.03126
C 2.10257 -0.32210 0.24931
O 1.73654 -1.07399 1.39176
O 1.68775 -2.45702 1.06677
C -0.41499 0.23293 -0.39671
N -0.48108 -1.22086 -0.47921
C -0.87565 0.79950 -1.68326
N -1.33386 1.14921 -2.67986
C -1.42307 0.74596 0.67908
N -2.59003 -0.12786 0.79359
H 0.97243 1.34501 0.88146
H 2.29612 -0.96777 -0.60192
H 3.03424 0.19423 0.48579
H 0.73335 -2.56642 0.90823
H 0.15582 -1.53392 -1.20623
H -1.40909 -1.48498 -0.78962
H -1.73395 1.74705 0.38936
H -0.91013 0.81391 1.63441
H -2.70946 -0.44428 1.74316
H -3.43005 0.36052 0.51956
```

SMILES = N#C[C@H](COO)[C@](N)(C#N)CN
LUMO = 0.0168 Eh
2S+1 = 1
Strongest force on any atom = 0.60 eV Å⁻¹
Energy relative to the best compared isomer or geometry (same formula, charge and spin) = 86.51 kcal per mole
HOMO level = -10.472 eV
Total charge = 0



Q: What is the strongest force on any atom in the third record?
A: 0.60 eV Å⁻¹